# 1
{"formula": "C20H19BrO8", "method": "ωB97M-V with the def2-TZVPD basis set", "species": ["O", "C", "C", "C", "C", "C", "C", "C", "C", "O", "C", "C", "Br", "C", "C", "C", "C", "H", "H", "H", "H", "H", "H", "H", "C", "O", "C", "O", "O", "C", "H", "H", "H", "H", "H", "H", "C", "O", "C", "O", "O", "C", "H", "H", "H", "H", "H", "H"], "positions_angstrom": [[1.7630, -1.8797, 1.7713], [2.0184, -1.3460, 0.7203], [1.4321, -1.8370, -0.6473], [0.0456, -2.2226, -0.8516], [-0.3330, -2.6255, -2.2142], [0.6341, -2.6790, -3.3213], [2.0368, -2.2867, -3.1090], [2.3995, -1.8678, -1.7660], [3.8703, -1.3940, -1.4872], [4.8228, -1.9555, -1.9632], [3.9628, -0.1441, -0.5397], [4.9039, 0.9495, -0.7427], [6.1650, 0.8801, -2.2128], [4.8535, 2.0844, 0.1994], [3.8941, 2.1086, 1.3007], [2.9642, 0.9821, 1.5234], [3.0017, -0.1301, 0.5891], [-0.6584, -2.1587, 0.0050], [-1.4034, -2.8968, -2.4038], [0.2871, -3.0093, -4.3311], [2.7973, -2.2884, -3.9207], [5.5724, 2.9132, -0.0117], [3.9069, 3.0094, 1.9550], [2.2523, 0.9888, 2.3872], [-0.7762, 2.2197, 1.3152], [-1.1162, 3.5245, 0.8514], [-0.3733, 4.5030, 1.3814], [0.5166, 4.3615, 2.1814], [-0.7908, 5.6653, 0.8677], [-0.0809, 6.8064, 1.3479], [-1.4379, 1.5087, 0.8226], [0.2537, 1.9742, 1.0517], [-0.9271, 2.1423, 2.3930], [0.9756, 6.7413, 1.0852], [-0.2035, 6.9104, 2.4266], [-0.5049, 7.6848, 0.8644], [-5.8403, -4.1982, -1.5139], [-4.7791, -3.3323, -1.1109], [-4.7281, -3.1037, 0.2072], [-5.4772, -3.5553, 1.0330], [-3.6962, -2.2840, 0.4456], [-3.5184, -1.9506, 1.8226], [-5.7816, -4.3091, -2.5953], [-5.7288, -5.1821, -1.0570], [-6.8082, -3.7641, -1.2612], [-3.3142, -2.8449, 2.4122], [-4.3937, -1.4267, 2.2081], [-2.6582, -1.2860, 1.8920]], "nbo_charge": [-0.498, 0.564, -0.124, -0.178, -0.203, -0.203, -0.175, -0.113, 0.563, -0.491, -0.141, -0.063, 0.100, -0.222, -0.189, -0.185, -0.112, 0.238, 0.232, 0.228, 0.243, 0.239, 0.240, 0.245, -0.258, -0.491, 0.980, -0.645, -0.492, -0.257, 0.196, 0.194, 0.191, 0.192, 0.193, 0.197, -0.257, -0.497, 0.979, -0.633, -0.501, -0.257, 0.196, 0.194, 0.194, 0.198, 0.196, 0.191], "homo_energy_ev": -9.38, "smiles": "O=C1c2ccccc2C(=O)c2c(Br)cccc21.COC(=O)OC.COC(=O)OC", "gap_ev": 8.65, "lumo_ev": -0.7}

***

# 2
{"formula": "C20H19FFeO7S", "method": "ωB97M-V with the def2-TZVPD basis set", "species": ["O", "C", "Fe", "C", "O", "C", "O", "C", "C", "C", "C", "C", "C", "C", "H", "H", "H", "H", "H", "H", "H", "H", "H", "C", "C", "O", "C", "C", "F", "S", "C", "C", "C", "C", "C", "C", "O", "O", "O", "H", "H", "H", "H", "H", "H", "H", "H", "H", "H"], "positions_angstrom": [[5.5679, 1.5405, 0.7411], [4.7093, 2.2388, 1.0847], [3.3930, 3.4123, 1.5368], [4.6687, 4.5177, 2.0477], [5.5371, 5.1912, 2.4153], [3.2858, 2.8826, 3.2385], [3.2983, 2.5361, 4.3449], [1.9535, 2.1891, 0.8291], [0.7255, 2.4783, 1.6455], [0.5040, 3.9969, 1.7158], [1.8527, 4.6549, 1.8743], [2.5532, 5.1174, 0.7270], [2.6241, 4.2899, -0.4156], [2.3915, 2.9156, -0.3176], [2.2573, 1.1279, 0.8638], [-0.1373, 1.8935, 1.2951], [0.8928, 2.1023, 2.6699], [0.0079, 4.3506, 0.8007], [-0.1351, 4.2698, 2.5664], [2.0099, 5.1616, 2.8353], [2.9939, 6.1232, 0.7363], [3.0967, 4.6845, -1.3240], [2.7349, 2.2910, -1.1554], [-4.8745, 0.8521, -1.0552], [-3.5439, 0.6196, -0.4065], [-3.1984, -0.7598, -0.5610], [-1.9493, -1.0099, -0.0666], [-1.6317, -2.3811, -0.3440], [-0.4595, -2.8661, 0.0458], [-2.7148, -3.4829, -1.3362], [-1.6983, -4.9541, -1.6212], [-0.9927, -5.0941, -2.8236], [-0.1983, -6.2302, -3.0307], [-0.1015, -7.2236, -2.0535], [-0.7864, -7.0580, -0.8468], [-1.5817, -5.9270, -0.6207], [-3.8314, -3.9082, -0.5145], [-2.9280, -2.9101, -2.6482], [-1.2423, -0.1819, 0.5009], [-5.0270, 1.9288, -1.1088], [-4.9293, 0.4418, -2.0644], [-5.6850, 0.4234, -0.4641], [-2.7801, 1.2463, -0.8800], [-3.5957, 0.8645, 0.6604], [-1.0634, -4.3123, -3.5867], [0.3413, -6.3257, -3.9716], [0.5077, -8.1141, -2.2250], [-0.7131, -7.8101, -0.0629], [-2.1085, -5.7928, 0.3295]], "lowdin_spin": [-0.021, -0.009, 1.605, -0.013, -0.027, -0.032, -0.035, -0.007, -0.001, 0.000, -0.011, 0.129, 0.205, 0.174, -0.001, -0.001, 0.001, 0.005, 0.001, -0.002, 0.010, 0.016, 0.012, 0.000, 0.003, 0.038, 0.096, 0.555, 0.151, 0.113, 0.200, 0.122, 0.053, 0.225, 0.049, 0.126, 0.048, 0.045, 0.141, 0.000, 0.000, 0.000, 0.002, 0.001, 0.008, -0.001, 0.021, -0.001, 0.008], "homo_energy_ev": [1.02, -2.45], "s2": 6.14, "charge": -2, "multiplicity": 5, "gap_ev": [3.52, 5.87], "lumo_ev": [4.5, 3.4]}

***

# 3
{"formula": "C20H19FN2O3S", "method": "ωB97M-V with the def2-TZVPD basis set", "species": ["N", "S", "O", "O", "C", "C", "C", "C", "N", "C", "C", "C", "C", "C", "C", "C", "O", "C", "C", "C", "C", "C", "F", "C", "C", "C", "C", "H", "H", "H", "H", "H", "H", "H", "H", "H", "H", "H", "H", "H", "H", "H", "H", "H", "H", "H"], "positions_angstrom": [[-0.4846, -4.4284, -1.1402], [-2.0367, -4.0215, -0.5681], [-2.4180, -5.0356, 0.3747], [-2.8610, -3.7957, -1.7207], [-1.7241, -2.4962, 0.2689], [-0.8093, -2.4769, 1.3042], [-0.5201, -1.2936, 1.9477], [-1.1416, -0.0994, 1.5539], [-0.9217, 1.0938, 2.1812], [0.2823, 1.4703, 2.8935], [1.1899, 2.3219, 2.0380], [1.3815, 3.6646, 2.3124], [2.1854, 4.4526, 1.5054], [2.8007, 3.8871, 0.4049], [2.6198, 2.5468, 0.1085], [1.8164, 1.7504, 0.9174], [1.5985, 0.4162, 0.7536], [1.8742, -0.2404, -0.4673], [0.7309, -0.1406, -1.4507], [0.2035, -1.2954, -2.0159], [-0.8535, -1.2319, -2.9058], [-1.3807, 0.0066, -3.2205], [-2.4135, 0.0866, -4.0828], [-0.8807, 1.1721, -2.6701], [0.1778, 1.0905, -1.7844], [-2.0918, -0.1551, 0.5211], [-2.3798, -1.3420, -0.1150], [-0.5264, -4.6000, -2.1328], [-0.1433, -5.2479, -0.6616], [-0.3352, -3.3990, 1.6001], [0.1927, -1.2957, 2.7556], [-1.3910, 1.8801, 1.7528], [-0.0074, 2.0325, 3.7879], [0.8108, 0.5699, 3.2025], [0.8940, 4.0984, 3.1736], [2.3262, 5.4977, 1.7331], [3.4285, 4.4883, -0.2356], [3.1099, 2.1352, -0.7606], [2.8050, 0.1255, -0.9182], [2.0186, -1.2881, -0.1895], [0.6085, -2.2589, -1.7474], [-1.2882, -2.1236, -3.3274], [-1.3172, 2.1224, -2.9344], [0.5662, 1.9983, -1.3479], [-2.5952, 0.7528, 0.2209], [-3.1004, -1.3946, -0.9148]], "nbo_charge": [-1.084, 2.301, -0.937, -0.948, -0.407, -0.147, -0.303, 0.316, -0.603, -0.229, -0.114, -0.182, -0.243, -0.186, -0.325, 0.393, -0.530, -0.093, 0.004, -0.207, -0.276, 0.391, -0.324, -0.273, -0.223, -0.293, -0.152, 0.400, 0.400, 0.224, 0.216, 0.381, 0.204, 0.218, 0.211, 0.216, 0.217, 0.220, 0.183, 0.206, 0.230, 0.239, 0.228, 0.223, 0.212, 0.245], "homo_energy_ev": -8.04, "smiles": "NS(=O)(=O)c1ccc(NCc2ccccc2OCc2ccc(F)cc2)cc1", "relative_energy_ev": 1.1433, "gap_ev": 8.62, "lumo_ev": 0.6}

***

# 4
{"formula": "C20H19IrN5O2", "method": "ωB97M-V with the def2-TZVPD basis set", "species": ["N", "C", "C", "H", "H", "H", "N", "C", "C", "H", "H", "H", "N", "C", "C", "H", "H", "H", "Ir", "C", "O", "C", "O", "C", "C", "C", "C", "C", "C", "H", "H", "H", "H", "H", "H", "N", "C", "C", "C", "C", "N", "C", "C", "H", "H", "H", "H"], "positions_angstrom": [[0.0309, 2.1174, -0.2436], [0.2024, 3.2403, -0.5023], [0.1506, 4.6738, -0.5366], [-0.9009, 5.0169, -0.5392], [0.7009, 5.0401, -1.4142], [0.6513, 4.9855, 0.3871], [2.3406, -1.5294, -1.4857], [3.0849, -2.0130, -2.2398], [4.2554, -2.7693, -1.9446], [5.0446, -2.4236, -2.6148], [4.0600, -3.8202, -2.1966], [4.5707, -2.6544, -0.8764], [-1.9235, -0.8729, -0.2502], [-2.9060, -1.4852, -0.4925], [-4.2217, -2.0208, -0.5398], [-4.2043, -2.8435, 0.1832], [-4.4582, -2.3989, -1.5471], [-4.9377, -1.2453, -0.2146], [0.8129, -0.5356, -0.9420], [0.4916, -1.8281, 0.4592], [0.4943, -2.6139, 1.3428], [1.8733, 0.2823, 0.4696], [2.5767, 0.6018, 1.3334], [0.6862, 1.2265, -2.6840], [-0.6646, 1.2537, -2.3599], [-1.4146, 0.0901, -2.3622], [-0.8339, -1.1297, -2.6854], [0.5045, -1.1666, -3.0258], [1.2705, 0.0272, -3.0369], [1.3054, 2.1070, -2.5867], [-1.1690, 2.1550, -2.0781], [-2.4456, 0.1777, -2.0891], [-1.3799, -2.0575, -2.5901], [0.9455, -2.1132, -3.2575], [2.3139, 0.0149, -3.2758], [-0.8480, 0.5570, 7.3482], [-0.7645, 0.5036, 6.1761], [-0.6598, 0.4323, 4.7214], [-1.3185, -0.5565, 3.9841], [-0.9978, -0.7172, 2.6288], [-0.2407, 0.1544, 2.0006], [0.2528, 1.2004, 2.6249], [-0.0227, 1.4328, 3.9796], [-2.0197, -1.2327, 4.4464], [-1.4254, -1.5307, 2.0477], [0.8253, 1.9169, 2.0409], [0.3116, 2.3507, 4.4374]], "lowdin_spin": [0.125, 0.036, 0.007, 0.000, 0.002, 0.002, 0.185, 0.123, 0.024, 0.007, 0.010, 0.004, 0.130, 0.040, 0.007, 0.002, 0.003, 0.000, 1.959, 0.112, 0.038, 0.109, 0.033, 0.103, 0.338, 0.335, 0.104, 0.058, 0.062, 0.000, 0.007, 0.006, 0.000, 0.002, 0.002, -0.036, 0.000, 0.000, 0.223, 0.260, 0.054, 0.260, 0.232, 0.008, 0.008, 0.008, 0.008], "homo_energy_ev": [-20.67, -21.92], "s2": 8.80, "charge": 4, "relative_energy_ev": 4.1628, "multiplicity": 6, "gap_ev": [7.13, 4.84], "lumo_ev": [-13.5, -17.1]}